1.
Entry from OMol25: C39H47Ge2N4O2Se2SnTe as an isolated structure (ωB97M-V/def2-TZVPD).

The energy relative to the best compared isomer or geometry (same formula, charge and spin) is 0.0000 eV. For the total energy, the calculation gives -11322.6624 Eh. The value obtained for the molar mass is 1153.28 Da. The calculation puts the gap between HOMO and LUMO at 6.59 eV. The LUMO energy is -4.18 eV.

Geometry as ORCA input:
```
! RIJCOSX wB97M-V def2-TZVPD def2/J DEFGRID3
* xyz 1 1
Sn 1.302 -0.526 -2.339
C -0.145 -0.460 4.118
C 0.105 0.424 2.922
O -0.826 0.913 2.317
C 1.521 0.721 2.544
C 2.529 0.588 3.504
C 3.831 0.987 3.260
C 4.149 1.533 2.023
C 3.180 1.637 1.041
C 1.867 1.225 1.275
O 0.981 1.283 0.250
H -1.199 -0.722 4.144
H 0.101 0.074 5.039
H 0.469 -1.361 4.086
H 2.279 0.187 4.477
H 4.582 0.895 4.032
H 5.157 1.876 1.820
H 3.422 2.038 0.063
C -5.051 -0.958 0.861
C -3.556 -1.229 1.029
Ge -2.479 -0.595 -0.475
C -3.204 -1.006 -2.261
C -4.265 0.002 -2.716
C -2.503 1.349 -0.435
C -1.823 2.479 -0.256
Ge 0.068 2.876 0.013
C 0.450 3.953 1.598
C -0.226 5.326 1.667
C 0.962 3.568 -1.597
C 1.283 5.064 -1.609
C -2.586 3.763 -0.251
C -3.523 4.007 0.752
C -4.207 5.213 0.792
C -3.962 6.187 -0.168
C -3.040 5.945 -1.176
C -2.353 4.740 -1.216
H -5.601 -1.262 1.753
H -5.467 -1.510 0.017
H -5.256 0.102 0.700
H -3.364 -2.297 1.154
H -3.153 -0.721 1.908
H -3.626 -2.009 -2.252
H -2.377 -1.017 -2.975
H -5.125 0.021 -2.045
H -4.629 -0.267 -3.708
H -3.867 1.014 -2.783
H -3.576 1.542 -0.573
H 1.538 4.066 1.633
H 0.173 3.348 2.464
H 0.017 5.951 0.808
H 0.101 5.857 2.563
H -1.311 5.243 1.710
H 0.394 3.273 -2.482
H 1.896 2.999 -1.638
H 0.388 5.678 -1.712
H 1.947 5.308 -2.439
H 1.784 5.372 -0.691
H -3.695 3.251 1.509
H -4.930 5.397 1.576
H -4.492 7.129 -0.132
H -2.859 6.693 -1.937
H -1.648 4.543 -2.017
Se 1.433 -2.973 -3.401
C 2.069 -2.171 -4.931
N 2.506 -1.611 -5.841
Se 5.282 -0.453 -4.249
N 6.369 -0.838 -2.909
C 5.628 -1.028 -1.836
C 6.049 -1.379 -0.516
C 5.086 -1.510 0.431
C 3.703 -1.305 0.122
N 3.270 -1.010 -1.070
C 4.223 -0.866 -2.042
N 3.818 -0.562 -3.251
H 7.099 -1.527 -0.300
H 5.336 -1.764 1.452
H 2.964 -1.385 0.912
C 0.258 -8.107 -0.274
C 0.101 -6.615 -0.192
C 0.675 -5.881 0.836
C 0.552 -4.498 0.920
C 1.178 -3.815 2.110
C -0.171 -3.823 -0.077
Te -0.118 -1.684 0.054
C -0.795 -4.544 -1.100
C -1.685 -3.906 -2.122
C -0.639 -5.925 -1.141
H 0.876 -8.486 0.539
H 0.722 -8.396 -1.218
H -0.712 -8.602 -0.223
H 1.237 -6.399 1.605
H 1.636 -4.552 2.767
H 0.433 -3.264 2.684
H 1.954 -3.107 1.819
H -1.357 -2.902 -2.374
H -2.705 -3.848 -1.734
H -1.712 -4.489 -3.041
H -1.117 -6.474 -1.946
*
```

Atomic partial charges in e from the Löwdin method, atoms 1 to 8: number 1, Sn, carries 0.816; number 2, C, carries -0.001; number 3, C, carries -0.420; number 4, O, carries 0.037; number 5, C, carries -0.108; number 6, C, carries -0.017; number 7, C, carries -0.069; number 8, C, carries -0.067

---

2.
Entry from OMol25: C27H26N3O5S5SbTi as an isolated structure (ωB97M-V/def2-TZVPD).

The energy relative to the best compared isomer or geometry (same formula, charge and spin) is 2.3563 eV. For the total energy, the calculation gives -4665.7428 Eh. The value obtained for the molar mass is 802.48 Da. The calculation puts the gap between HOMO and LUMO (alpha / beta) at 3.61 / 5.33 eV. The LUMO energy (alpha / beta) is 4.16 / 4.15 eV.

Geometry as ORCA input:
```
! RIJCOSX wB97M-V def2-TZVPD def2/J DEFGRID3
* xyz -2 3
Ti -0.409 -0.287 -0.415
O -4.102 0.802 -1.548
C -2.979 0.305 -1.438
N -2.356 -0.073 -0.275
C -2.862 0.240 0.947
O -3.723 1.095 1.202
C -2.211 -0.502 2.037
C -2.583 -0.248 3.368
C -1.886 -0.845 4.389
C -0.829 -1.705 4.057
C -0.574 -1.949 2.716
N -1.230 -1.376 1.718
C -2.177 -0.088 -2.607
C -2.597 0.154 -3.918
C -1.828 -0.270 -4.975
C -0.644 -0.975 -4.693
C -0.293 -1.184 -3.376
N -1.013 -0.749 -2.338
H -3.406 0.431 3.538
H -2.133 -0.650 5.426
H -0.224 -2.162 4.825
H 0.204 -2.649 2.429
H -3.527 0.682 -4.057
H -2.118 -0.069 -5.997
H -0.005 -1.320 -5.493
H 0.613 -1.729 -3.120
C 3.170 -5.946 -1.136
O 3.771 -5.194 -0.117
C 3.195 -3.976 0.212
C 3.922 -3.162 1.088
C 3.433 -1.936 1.467
C 2.196 -1.425 1.005
C 1.697 -0.149 1.382
C 2.428 0.786 2.321
O 0.579 0.323 0.936
C 1.459 -2.270 0.089
O 0.328 -1.916 -0.440
C 1.977 -3.528 -0.262
H 3.834 -6.796 -1.307
H 3.074 -5.368 -2.062
H 2.180 -6.313 -0.841
H 4.882 -3.513 1.435
H 4.044 -1.337 2.124
H 3.122 0.269 2.976
H 1.675 1.316 2.912
H 2.967 1.528 1.729
H 1.382 -4.105 -0.956
S 1.329 2.954 -6.759
C 1.180 2.401 -5.211
S -0.075 2.918 -4.129
C 0.434 1.980 -2.729
C 1.513 1.168 -2.910
S 2.131 0.134 -1.710
S 2.264 1.245 -4.503
S -0.435 2.090 -1.244
C -2.099 3.922 3.540
Sb -1.252 2.815 1.821
C 0.365 4.285 1.572
C -2.568 3.892 0.476
H -2.037 4.995 3.402
H -1.580 3.659 4.454
H -3.140 3.641 3.644
H -0.037 5.293 1.582
H 0.845 4.092 0.619
H 1.098 4.183 2.367
H -3.144 4.627 1.034
H -3.237 3.170 0.020
H -1.975 4.373 -0.297
*
```

Atomic partial charges in e from the Löwdin method, atoms 1 to 8: number 1, Ti, carries 0.816; number 2, O, carries 0.024; number 3, C, carries -0.508; number 4, N, carries -0.017; number 5, C, carries -0.532; number 6, O, carries -0.020; number 7, C, carries -0.222; number 8, C, carries -0.029

---

3.
Entry from OMol25: the molecule C4H9NO (ωB97M-V/def2-TZVPD).

The energy relative to the best compared isomer or geometry (same formula, charge and spin) is 0.6732 eV. For the total energy, the calculation gives -287.8077 Eh. The value obtained for the molar mass is 87.12 Da. As for the SMILES: CC(C)C(N)=O. The calculation puts the gap between HOMO and LUMO at 10.63 eV. The LUMO energy is 0.91 eV.

Geometry as ORCA input:
```
! RIJCOSX wB97M-V def2-TZVPD def2/J DEFGRID3
* xyz 0 1
C -0.426 -0.513 -1.563
C 0.212 -0.358 -0.205
C -0.276 -1.315 0.908
C -0.184 1.087 0.252
N 0.862 1.650 0.979
O -1.210 1.710 0.094
H 0.106 0.188 -2.284
H -1.430 -0.108 -1.488
H -0.371 -1.529 -1.966
H 1.317 -0.291 -0.254
H -0.918 -2.127 0.638
H 0.650 -1.721 1.355
H -0.826 -0.739 1.704
H 1.734 1.467 0.493
H 0.760 2.597 1.335
*
```

Atomic partial charges in e from the Löwdin method, atoms 1 to 8: number 1, C, carries -0.081; number 2, C, carries -0.355; number 3, C, carries -0.048; number 4, C, carries -0.527; number 5, N, carries 0.133; number 6, O, carries 0.065; number 7, H, carries 0.104; number 8, H, carries 0.074

---

4.
Entry from OMol25: C32H56N16Nb as an isolated structure (ωB97M-V/def2-TZVPD).

For the total energy, the calculation gives -2185.6488 Eh. The value obtained for the molar mass is 757.82 Da. The calculation puts the gap between HOMO and LUMO at 6.61 eV. The LUMO energy is 1.72 eV.

Geometry as ORCA input:
```
! RIJCOSX wB97M-V def2-TZVPD def2/J DEFGRID3
* xyz -1 1
N 3.476 -2.435 1.706
C 3.229 -1.370 0.713
C 2.052 -0.479 1.135
Nb 0.094 -1.618 0.878
H 2.821 -2.332 2.471
H 3.283 -3.331 1.284
H 4.137 -0.775 0.609
H 2.987 -1.835 -0.243
H 2.275 -0.187 2.166
H 2.036 0.420 0.516
H 0.216 -1.983 2.678
H 0.972 -3.185 0.423
H -0.019 -1.429 -0.969
H -0.936 -0.110 0.939
H -1.442 -2.651 0.957
C 0.820 0.862 5.335
C -0.268 0.662 4.401
N -1.084 0.508 3.605
H 0.488 1.489 6.159
H 1.147 -0.104 5.719
H 1.657 1.336 4.824
C 3.716 -5.819 3.046
C 2.773 -5.035 3.824
N 2.027 -4.435 4.465
H 3.209 -6.692 2.646
H 4.135 -5.224 2.235
H 4.527 -6.149 3.694
C 0.195 -0.128 -3.594
C 0.957 0.711 -2.695
N 1.532 1.374 -1.949
H -0.797 0.298 -3.724
H 0.685 -0.194 -4.562
H 0.105 -1.119 -3.149
C 0.784 3.980 -4.067
C -0.011 3.765 -5.260
N -0.614 3.583 -6.223
H 0.325 3.455 -3.233
H 1.788 3.590 -4.219
H 0.836 5.046 -3.849
C -2.410 2.317 -0.524
C -2.184 2.394 -1.952
N -1.957 2.456 -3.080
H -3.478 2.283 -0.314
H -1.930 1.424 -0.111
H -1.976 3.193 -0.045
C -4.133 -0.856 4.197
C -5.436 -0.333 3.830
N -6.469 0.083 3.539
H -3.496 -0.051 4.559
H -4.251 -1.605 4.978
H -3.651 -1.313 3.336
C -4.198 3.968 -6.814
C -5.003 3.746 -8.003
N -5.643 3.574 -8.949
H -4.625 3.426 -5.972
H -3.180 3.617 -6.979
H -4.171 5.030 -6.577
C -6.341 7.407 -8.821
C -5.652 7.803 -7.605
N -5.104 8.117 -6.643
H -7.053 8.176 -9.110
H -5.619 7.266 -9.622
H -6.867 6.468 -8.656
C -0.033 -7.204 5.576
C 0.933 -7.706 4.618
N 1.694 -8.105 3.853
H 0.471 -6.557 6.292
H -0.792 -6.626 5.054
H -0.501 -8.035 6.099
C 0.157 1.840 -8.631
C 0.576 0.919 -7.592
N 0.907 0.224 -6.736
H 0.963 2.538 -8.848
H -0.095 1.289 -9.535
H -0.715 2.390 -8.280
C 5.502 -2.803 4.766
C 6.483 -3.566 4.017
N 7.274 -4.154 3.420
H 4.845 -3.476 5.313
H 6.027 -2.161 5.468
H 4.901 -2.202 4.083
C 1.358 -2.873 -8.027
C 1.900 -3.466 -9.239
N 2.324 -3.927 -10.204
H 0.584 -3.516 -7.615
H 2.146 -2.747 -7.288
H 0.933 -1.899 -8.248
C 9.698 -1.279 5.539
C 8.604 -1.707 6.393
N 7.712 -2.052 7.032
H 10.562 -1.021 6.146
H 9.960 -2.086 4.857
H 9.392 -0.410 4.960
C -1.438 2.071 9.706
C -1.411 2.197 8.259
N -1.391 2.296 7.113
H -2.468 2.069 10.055
H -0.958 1.141 10.003
H -0.909 2.907 10.158
C -7.767 2.827 1.690
C -6.733 2.673 0.683
N -5.906 2.551 -0.107
H -7.352 3.320 2.566
H -8.585 3.425 1.291
H -8.135 1.848 1.984
*
```

Atomic partial charges in e from the Löwdin method, atoms 1 to 8: number 1, N, carries -0.035; number 2, C, carries -0.427; number 3, C, carries -0.427; number 4, Nb, carries 0.905; number 5, H, carries 0.005; number 6, H, carries 0.018; number 7, H, carries 0.080; number 8, H, carries 0.063

---

Question: Look up the molar mass of the first one.
Answer: 1153.28 Da